Model a:
One molecule with the formula C7H8N4. Source: the Open Molecules 2025 dataset; level of theory: ωB97M-V/def2-TZVPD.

Results
SMILES string	[H]/N=N/NC#Cn1cccc1C
highest occupied orbital energy	-8.535	eV
HOMO-LUMO gap	9.0	eV

Cartesian coordinates (Å):
N  -2.412  2.536  -0.120
H  1.749  -3.132  -1.077
C  2.306  0.063  -0.463
H  -1.983  2.924  1.881
H  3.835  -1.184  -1.044
N  1.039  -0.168  0.078
H  -3.849  3.291  -1.096
H  -0.579  -3.096  -0.081
H  -1.179  -1.491  -0.101
C  1.837  -2.115  -0.634
N  -1.747  2.442  1.017
C  -0.686  1.650  1.026
C  0.185  0.826  0.341
C  -0.527  -2.159  0.404
C  2.752  -1.127  -0.943
H  2.705  1.053  -0.423
H  -0.863  -2.141  1.379
N  -3.403  3.365  -0.161
C  0.819  -1.537  0.018


Model b:
One molecule with the formula C7H8N4. Source: the Open Molecules 2025 dataset; level of theory: ωB97M-V/def2-TZVPD.

Results
highest occupied orbital energy	-7.730	eV
HOMO-LUMO gap	7.7	eV

Cartesian coordinates (Å):
C  -0.289  -0.269  -0.078
N  -0.291  0.802  -0.621
H  -1.024  2.446  0.444
N  3.032  -1.768  1.234
C  -0.708  2.168  -0.647
H  4.063  -3.248  2.297
C  1.946  -1.212  0.774
C  1.924  -3.868  1.756
C  0.748  -3.264  1.251
H  -1.409  2.018  -2.644
C  3.011  -2.978  1.863
H  -2.096  3.335  -2.023
N  -0.359  -1.349  0.506
N  0.752  -1.950  0.983
H  -2.635  1.781  -1.526
H  2.031  -4.831  1.971
H  -0.049  -3.869  1.121
H  0.339  2.701  -0.810
C  -1.774  2.300  -1.709


Most stable structure, least stable structure: model b, model a.


Model a:
One molecule with the formula C17H22N2O2S. Source: the Open Molecules 2025 dataset; level of theory: ωB97M-V/def2-TZVPD.

Results
SMILES string	COCCN(C(=S)Nc1ccc(C)cc1)[C@H](C)c1ccco1
highest occupied orbital energy	-7.865	eV
HOMO-LUMO gap	8.6	eV

Cartesian coordinates (Å):
C  -0.894  3.123  -3.090
H  -1.822  0.958  -1.764
C  -1.263  0.287  -1.109
C  -1.510  3.328  -0.115
H  -2.438  2.950  -0.537
C  -1.572  -0.658  -4.059
H  0.356  -0.086  -2.503
N  -0.451  1.112  -0.245
H  -1.900  3.481  -3.006
C  1.514  -3.071  4.254
H  -2.000  -0.292  -0.539
H  -2.288  0.140  -3.835
H  -0.441  3.302  -5.267
H  -0.696  -0.215  -4.548
C  -0.090  2.678  -2.080
S  0.999  1.672  1.879
H  -0.777  -1.140  0.697
H  2.397  -0.393  2.376
H  -2.038  -1.375  -4.732
H  0.592  2.875  -0.089
H  -1.207  -2.690  2.276
H  -1.397  4.372  -0.388
N  -0.020  -0.666  1.170
C  0.151  0.652  0.886
H  3.248  -1.824  4.162
C  2.057  -3.951  5.338
H  2.771  -4.662  4.921
C  2.265  -2.014  3.756
H  2.577  -3.359  6.089
C  0.262  -3.303  3.700
C  -0.129  3.034  -4.279
H  1.968  2.312  -4.462
H  -0.340  -4.125  4.060
C  1.081  2.541  -3.904
C  0.523  -1.422  2.218
O  -1.201  -1.383  -2.911
H  1.260  -4.512  5.820
H  0.072  -1.421  -1.370
C  -0.229  -2.493  2.695
O  1.114  2.323  -2.580
H  -1.563  3.254  0.968
C  -0.421  -0.666  -1.988
C  -0.309  2.524  -0.610
C  1.789  -1.199  2.747


Model b:
One molecule with the formula C17H22N2O2S. Source: the Open Molecules 2025 dataset; level of theory: ωB97M-V/def2-TZVPD.

Results
SMILES string	CCn1cc(SCC(=O)NC[C@H]2CCCO2)c2ccccc21
highest occupied orbital energy	-7.852	eV
HOMO-LUMO gap	8.5	eV

Cartesian coordinates (Å):
H  -2.166  -2.814  2.144
N  -1.363  -0.917  1.963
H  0.233  -0.734  -0.581
H  3.808  -1.180  1.670
H  1.118  2.968  0.104
C  -1.518  0.424  2.156
H  -3.325  -1.477  2.253
H  1.045  -2.119  -2.323
H  2.567  -3.272  1.420
C  -0.025  -1.190  1.867
H  -2.498  0.853  2.242
C  0.219  -0.266  -1.561
H  -1.878  -2.374  -0.294
O  -1.782  2.372  -0.933
H  -2.978  -1.000  -0.189
C  2.080  0.033  1.951
H  2.087  0.667  -0.877
H  -3.585  -2.640  0.080
O  2.104  0.357  -2.883
C  0.688  0.026  2.017
H  -0.473  -1.653  -3.118
C  0.897  2.188  -1.845
C  1.271  -0.459  -3.680
H  0.108  -3.321  1.540
C  -1.113  3.412  1.117
H  -0.911  4.483  1.064
N  0.428  2.729  -0.594
S  0.009  2.761  2.401
H  0.613  0.160  -4.307
H  -2.148  3.257  1.418
C  0.645  -2.391  1.655
C  -2.740  -1.974  0.233
H  0.069  2.240  -2.557
C  -0.868  2.768  -0.239
C  1.385  0.731  -1.719
H  -0.731  0.250  -1.690
H  2.623  0.959  2.073
H  1.724  2.800  -2.212
C  -2.439  -1.842  1.725
C  2.021  -2.356  1.589
C  -0.298  1.038  2.193
C  0.452  -1.279  -2.685
H  1.917  -1.058  -4.322
C  2.730  -1.159  1.733


Most stable structure, least stable structure: model b, model a.


Model a:
A 2-piece molecular cluster, C2H9N2O overall. Source: the Open Molecules 2025 dataset; level of theory: ωB97M-V/def2-TZVPD.

Results
total charge	-1
highest occupied orbital energy	-2.793	eV
HOMO-LUMO gap	7.4	eV

Cartesian coordinates (Å):
H  -2.385  1.190  -0.979
H  -0.680  1.494  -0.423
N  -1.464  -0.156  0.454
H  -1.908  0.168  1.297
H  -0.537  -0.633  0.560
H  0.113  -0.110  -1.587
H  -1.263  -0.889  -1.877
C  2.068  -0.362  1.017
C  -1.430  0.740  -0.683
H  1.713  0.183  1.925
N  -0.864  0.045  -1.834
O  1.108  -0.877  0.215
H  2.755  0.340  0.483
H  2.775  -1.132  1.432


Model b:
A 2-piece molecular cluster, C2H9N2O overall. Source: the Open Molecules 2025 dataset; level of theory: ωB97M-V/def2-TZVPD.

Results
total charge	-1
highest occupied orbital energy	-2.340	eV
HOMO-LUMO gap	5.8	eV

Cartesian coordinates (Å):
H  -2.679  1.462  2.205
C  0.119  0.677  -0.145
O  2.141  -0.735  -1.546
H  0.719  -2.203  -1.792
N  -2.262  1.420  3.129
H  -0.046  0.865  0.922
H  0.208  -1.283  0.196
H  -2.946  1.714  3.816
N  -0.126  -0.701  -0.573
H  -1.983  0.460  3.308
H  0.424  -0.600  -2.615
H  -0.543  1.353  -0.708
C  0.891  -1.102  -1.709
H  1.155  0.964  -0.378


Most stable structure, least stable structure: model a, model b.


Model a:
A 4-piece molecular cluster, C16H44N4O4 overall. Source: the Open Molecules 2025 dataset; level of theory: ωB97M-V/def2-TZVPD.

Results
SMILES string	COC[C@H](C)N.COC[C@H](C)N.COC[C@H](C)N.COC[C@H](C)N
highest occupied orbital energy	-9.016	eV
HOMO-LUMO gap	9.5	eV

Cartesian coordinates (Å):
C  24.012  -12.848  10.824
H  21.913  -14.385  8.805
H  13.370  -7.364  0.019
H  24.013  -10.434  11.841
O  22.772  -13.215  10.356
C  32.129  -3.442  -0.023
C  14.768  -7.720  1.430
H  15.319  -5.737  0.764
H  32.433  -3.274  1.010
H  22.200  -8.328  6.898
H  28.419  -6.481  1.380
H  14.721  -9.213  5.625
H  15.775  -8.134  1.475
C  21.658  -7.467  4.681
H  20.724  -9.525  3.429
N  30.296  -1.880  0.423
H  22.662  -12.859  8.392
H  23.232  -13.160  12.792
C  13.981  -8.439  2.540
N  14.137  -8.010  0.139
C  28.467  -6.167  0.337
C  23.639  -6.428  5.892
H  22.434  -10.375  3.469
C  14.082  -8.946  4.783
H  23.400  -10.787  13.487
H  32.520  -4.417  -0.311
H  29.727  -1.469  -0.303
H  30.083  -3.370  -1.043
H  22.053  -8.942  2.496
C  23.973  -12.535  12.294
H  25.704  -13.532  12.786
C  29.728  -4.151  0.930
H  23.947  -5.756  6.694
C  30.520  -3.278  -0.048
H  23.740  -14.179  8.811
H  15.056  -5.903  2.610
H  28.618  -7.001  -0.349
H  21.577  -5.799  5.743
O  14.773  -8.477  3.705
H  28.740  -3.757  1.166
H  20.710  -7.645  6.980
N  25.258  -12.634  12.909
N  21.696  -7.484  7.129
H  12.969  -8.036  2.572
C  22.765  -13.741  9.025
H  13.559  -9.895  4.661
H  32.674  -2.677  -0.577
H  21.842  -6.769  3.863
H  30.178  -4.317  1.909
H  27.545  -5.642  0.086
H  24.421  -12.074  10.175
H  13.298  -8.366  5.268
H  24.204  -7.359  5.928
O  22.269  -8.659  4.523
H  24.676  -13.711  10.790
H  29.758  -1.807  1.274
H  22.399  -11.129  12.195
O  29.670  -5.366  0.243
H  13.820  -5.754  1.377
H  14.764  -7.824  -0.631
H  23.946  -5.989  4.943
C  14.790  -6.202  1.596
H  20.580  -7.584  4.569
C  23.457  -11.140  12.457
C  22.104  -6.739  5.910
H  13.887  -9.496  2.292
H  25.939  -12.106  12.382
C  21.813  -9.480  3.413


Model b:
A 4-piece molecular cluster, C16H44N4O4 overall. Source: the Open Molecules 2025 dataset; level of theory: ωB97M-V/def2-TZVPD.

Results
SMILES string	COC[C@H](C)N.COC[C@H](C)N.COC[C@H](C)N.COC[C@H](C)N
highest occupied orbital energy	-9.086	eV
HOMO-LUMO gap	9.7	eV

Cartesian coordinates (Å):
O  0.494  -0.455  -0.808
C  2.219  1.831  2.939
H  2.190  -0.070  -1.991
H  6.348  -2.015  -1.506
H  -1.714  3.215  -0.170
H  -3.456  1.017  2.853
C  0.500  2.606  1.270
H  -3.437  -1.711  -0.373
C  -5.010  2.281  3.678
H  1.995  -5.407  -1.876
C  -0.721  3.328  -0.611
H  -4.896  2.119  -1.146
H  -1.443  -0.009  -1.206
N  5.711  -3.015  -3.912
C  1.593  3.029  2.228
H  -0.728  4.097  -1.378
H  1.156  -1.388  -2.482
C  5.607  -3.646  -2.583
H  -5.905  1.657  3.647
C  5.385  -2.518  -1.568
H  2.798  2.158  3.804
H  -4.742  2.419  4.728
C  -2.647  -2.277  0.121
H  -5.100  2.863  1.008
H  4.795  -2.697  -4.207
H  -0.675  0.083  1.448
H  6.572  -4.130  -2.420
H  -3.326  3.896  2.874
H  2.885  1.354  2.224
H  6.048  -3.707  -4.571
C  4.504  -4.704  -2.563
H  0.245  3.647  3.573
H  -3.287  1.463  -1.721
H  0.706  4.808  2.647
H  4.716  -5.555  -3.219
C  -4.079  1.413  -0.987
O  -3.558  1.693  0.315
C  1.150  -0.379  -2.056
C  -1.330  -1.496  0.316
H  -5.325  1.115  1.186
H  0.897  1.813  0.618
H  1.444  1.214  3.404
H  -0.586  -2.244  0.599
C  2.148  -4.915  -2.836
C  -4.587  1.925  1.263
H  4.467  -5.074  -1.520
H  -5.374  3.304  3.480
H  -2.200  0.193  0.997
C  -3.950  1.969  2.640
H  -0.872  -1.696  -1.757
H  2.387  3.492  1.629
O  3.265  -4.072  -2.769
H  -4.551  0.429  -0.932
H  1.292  -4.297  -3.112
H  -2.424  -3.032  -0.644
O  0.169  3.695  0.427
H  2.122  -5.637  -3.661
H  5.086  -2.860  -0.575
H  0.665  0.251  -2.808
N  -2.885  2.990  2.736
C  -0.853  -0.907  -1.001
H  -0.418  2.365  -1.036
H  -0.377  2.247  1.824
N  1.113  4.041  3.188
N  -1.515  -0.482  1.351
H  -2.851  -2.758  1.071
H  4.564  -1.892  -1.913
H  -2.417  3.027  1.833


Most stable structure, least stable structure: model b, model a.


Model a:
One molecule with the formula C7H6S2. Source: the Open Molecules 2025 dataset; level of theory: ωB97M-V/def2-TZVPD.

Results
highest occupied orbital energy	-7.494	eV
HOMO-LUMO gap	6.8	eV

Cartesian coordinates (Å):
C  -2.481  -0.565  -0.590
H  -3.437  1.231  -0.086
H  -3.088  -1.189  -1.242
C  0.956  0.267  0.839
C  1.762  -0.967  0.684
S  -1.038  -1.285  -0.386
H  2.172  -1.642  1.548
C  2.543  0.901  -0.823
H  1.474  -1.866  -0.012
C  -0.345  0.195  0.398
H  3.192  1.487  -1.596
C  -2.597  0.663  0.022
C  -1.371  1.102  0.551
H  -1.008  2.087  0.967
S  3.266  -0.419  -0.275


Model b:
One molecule with the formula C7H6S2. Source: the Open Molecules 2025 dataset; level of theory: ωB97M-V/def2-TZVPD.

Results
SMILES string	C=C1CSc2sccc21
highest occupied orbital energy	-7.641	eV
HOMO-LUMO gap	8.4	eV

Cartesian coordinates (Å):
H  -0.964  2.658  0.475
H  -0.475  2.166  -1.234
C  0.283  -0.356  0.253
H  -2.473  -0.794  0.396
H  -0.230  -2.470  -0.415
H  2.294  -2.874  -0.364
C  -0.903  0.546  0.117
C  -0.416  1.895  -0.159
H  -3.136  0.893  0.327
C  1.882  -1.996  -0.076
C  1.487  0.364  0.215
S  1.392  2.116  0.115
C  -2.197  0.182  0.205
C  0.564  -1.722  0.059
S  2.893  -0.609  0.088


Most stable structure, least stable structure: model b, model a.


Model a:
One molecule with the formula C3H6S2. Source: the Open Molecules 2025 dataset; level of theory: ωB97M-V/def2-TZVPD.

Results
SMILES string	CCSC=S
highest occupied orbital energy	-8.557	eV
HOMO-LUMO gap	8.5	eV

Cartesian coordinates (Å):
S  0.495  0.893  0.202
S  -2.356  0.099  -0.337
C  1.784  -0.276  0.720
H  3.228  -1.579  -0.156
C  -0.801  -0.207  -0.102
H  1.666  -2.197  -0.405
H  2.535  0.571  0.870
H  1.550  -0.569  1.743
C  2.190  -1.214  -0.375
H  2.286  -0.714  -1.381
H  -0.509  -1.197  0.027


Model b:
One molecule with the formula C3H6S2. Source: the Open Molecules 2025 dataset; level of theory: ωB97M-V/def2-TZVPD.

Results
SMILES string	C[C@@]1(S)CS1
highest occupied orbital energy	-8.838	eV
HOMO-LUMO gap	9.5	eV

Cartesian coordinates (Å):
C  -0.823  0.067  -0.085
C  0.942  0.192  0.596
H  -1.745  1.323  1.469
H  -1.736  -0.661  -2.084
C  -1.134  -0.938  -1.195
H  0.900  1.080  1.102
H  -0.340  -1.573  -1.419
H  1.543  0.318  -0.277
S  -1.486  1.709  0.128
S  -1.715  -1.509  0.449
H  1.207  -0.639  1.243


Most stable structure, least stable structure: model a, model b.